[1]
{
  "formula": "C26H37F4N4O19",
  "method": "wB97M-V/def2-TZVPD",
  "species": ["N", "C", "N", "C", "C", "C", "F", "N", "C", "C", "O", "C", "C", "F", "F", "F", "N", "H", "H", "H", "H", "H", "H", "H", "H", "H", "H", "H", "H", "H", "C", "C", "O", "C", "O", "O", "H", "H", "H", "H", "C", "C", "O", "C", "O", "O", "H", "H", "H", "H", "C", "C", "O", "C", "O", "O", "H", "H", "H", "H", "C", "C", "O", "C", "O", "O", "H", "H", "H", "H", "C", "C", "O", "C", "O", "O", "H", "H", "H", "H", "C", "C", "O", "C", "O", "O", "H", "H", "H", "H"],
  "coordinates": [[2.980, 4.029, 1.726], [2.424, 3.330, 0.681], [3.003, 2.767, -0.598], [1.803, 2.075, -1.252], [1.759, 1.218, -2.683], [1.870, -0.415, -2.449], [2.825, -0.807, -1.382], [0.632, 2.308, -0.277], [-0.730, 1.722, -0.575], [-1.940, 2.816, -0.735], [-3.186, 2.151, -1.236], [-3.733, 1.235, -0.222], [-5.235, 0.650, -0.569], [-6.034, 1.509, -1.475], [-5.050, -0.719, -1.177], [-5.891, 0.398, 0.759], [0.944, 3.029, 0.871], [3.968, 4.365, 1.763], [2.352, 4.221, 2.560], [0.750, 1.468, -3.226], [2.630, 1.606, -3.361], [0.813, -0.893, -2.237], [2.271, -0.877, -3.472], [-0.771, 1.024, -1.522], [-1.000, 1.015, 0.349], [-2.243, 3.374, 0.249], [-1.692, 3.660, -1.540], [-3.768, 1.833, 0.808], [-3.053, 0.278, -0.020], [0.360, 3.302, 1.692], [0.414, -3.926, -0.043], [0.711, -3.165, 1.209], [-0.087, -2.003, 1.080], [-1.110, -2.317, 0.232], [-2.079, -1.604, 0.029], [-0.908, -3.531, -0.358], [0.470, -5.008, 0.105], [1.074, -3.644, -0.870], [0.404, -3.706, 2.110], [1.768, -2.901, 1.295], [5.214, -1.976, -6.193], [5.511, -1.215, -4.941], [4.713, -0.053, -5.070], [3.690, -0.367, -5.918], [2.721, 0.346, -6.121], [3.892, -1.581, -6.508], [5.270, -3.058, -6.045], [5.874, -1.694, -7.020], [5.204, -1.756, -4.040], [6.568, -0.951, -4.855], [-0.507, 6.799, 3.810], [0.592, 7.621, 4.401], [1.370, 6.669, 5.101], [1.131, 5.457, 4.522], [1.762, 4.441, 4.764], [0.094, 5.529, 3.636], [-0.856, 7.196, 2.853], [-1.362, 6.695, 4.486], [1.217, 8.095, 3.636], [0.216, 8.391, 5.080], [-2.779, -8.052, -0.382], [-2.421, -6.601, -0.418], [-1.256, -6.534, 0.382], [-0.694, -7.778, 0.371], [0.410, -8.038, 0.817], [-1.529, -8.691, -0.206], [-3.258, -8.386, -1.306], [-3.426, -8.302, 0.465], [-2.177, -6.256, -1.428], [-3.212, -5.968, -0.007], [1.684, -9.652, -3.163], [2.939, -9.396, -2.394], [3.070, -7.988, -2.444], [1.820, -7.481, -2.657], [1.536, -6.297, -2.587], [0.931, -8.472, -2.959], [1.141, -10.527, -2.794], [1.867, -9.773, -4.236], [2.860, -9.707, -1.348], [3.809, -9.882, -2.845], [-4.879, 8.341, 5.522], [-4.521, 9.791, 5.486], [-3.356, 9.859, 6.286], [-2.794, 8.615, 6.274], [-1.690, 8.355, 6.721], [-3.629, 7.702, 5.697], [-5.358, 8.007, 4.597], [-5.526, 8.091, 6.369], [-4.277, 10.137, 4.475], [-5.312, 10.425, 5.897]],
  "energy_ev": -83281.9684,
  "gap_ev": 9.038,
  "total_charge": 1
}

---

[2]
{
  "formula": "C26H37N3O2",
  "method": "wB97M-V/def2-TZVPD",
  "species": ["C", "H", "H", "H", "C", "C", "H", "H", "H", "H", "C", "N", "C", "O", "C", "C", "C", "C", "C", "C", "H", "H", "C", "C", "H", "H", "H", "C", "H", "H", "H", "C", "H", "H", "H", "H", "H", "H", "C", "O", "N", "H", "C", "H", "H", "C", "N", "C", "H", "H", "H", "C", "H", "H", "H", "C", "C", "C", "C", "C", "C", "H", "H", "H", "H", "H", "H", "H"],
  "coordinates": [[-0.997, -5.134, -0.357], [-1.188, -6.091, 0.122], [-1.839, -4.477, -0.155], [-0.941, -5.293, -1.432], [0.315, -4.545, 0.156], [1.470, -5.502, -0.130], [2.396, -5.111, 0.281], [1.592, -5.641, -1.203], [1.274, -6.470, 0.323], [0.253, -4.392, 1.239], [0.591, -3.187, -0.496], [-0.522, -2.276, -0.297], [-0.781, -1.257, -1.145], [-0.093, -1.049, -2.137], [-1.941, -0.400, -0.793], [-3.013, -0.834, -0.019], [-4.056, 0.023, 0.269], [-4.073, 1.339, -0.192], [-3.004, 1.758, -0.977], [-1.962, 0.903, -1.278], [-1.143, 1.235, -1.899], [-2.971, 2.761, -1.370], [-5.241, 2.241, 0.167], [-6.535, 1.626, -0.385], [-6.728, 0.649, 0.049], [-6.466, 1.512, -1.465], [-7.380, 2.272, -0.159], [-5.329, 2.359, 1.695], [-5.501, 1.392, 2.160], [-4.404, 2.770, 2.095], [-6.148, 3.018, 1.972], [-5.097, 3.651, -0.413], [-4.201, 4.140, -0.036], [-5.955, 4.252, -0.119], [-5.062, 3.627, -1.499], [-4.874, -0.349, 0.866], [-3.058, -1.853, 0.340], [-0.980, -2.310, 0.600], [1.858, -2.510, 0.071], [2.337, -2.787, 1.153], [2.331, -1.560, -0.750], [1.780, -1.315, -1.567], [3.447, -0.708, -0.414], [4.161, -0.734, -1.244], [3.913, -1.131, 0.478], [3.023, 0.761, -0.177], [2.395, 1.061, 1.103], [1.031, 0.604, 1.248], [0.568, 1.161, 2.065], [0.472, 0.806, 0.336], [0.957, -0.467, 1.485], [3.183, 0.721, 2.269], [2.757, 1.238, 3.130], [4.205, 1.068, 2.130], [3.188, -0.357, 2.485], [4.177, 1.727, -0.355], [5.503, 1.374, -0.138], [6.513, 2.312, -0.281], [6.213, 3.614, -0.636], [4.894, 3.978, -0.846], [3.887, 3.041, -0.704], [2.858, 3.327, -0.861], [4.649, 4.993, -1.121], [7.003, 4.343, -0.748], [7.539, 2.021, -0.109], [5.762, 0.366, 0.146], [2.274, 1.003, -0.944], [0.713, -3.307, -1.579]],
  "smiles": "CC(C)[C@@H](NC(=O)c1ccc(C(C)(C)C)cc1)C(=O)NC[C@H](c1ccccc1)N(C)C",
  "energy_ev": -36129.6532,
  "e_above_lowest_ev": 0.468,
  "gap_ev": 8.639
}

---

[3]
{
  "formula": "C26H37NO2",
  "method": "wB97M-V/def2-TZVPD",
  "species": ["C", "H", "C", "C", "C", "H", "H", "C", "C", "C", "C", "C", "C", "C", "C", "C", "C", "C", "C", "C", "H", "C", "C", "C", "O", "N", "C", "C", "C", "C", "C", "C", "H", "H", "O", "H", "H", "H", "H", "H", "H", "H", "H", "H", "H", "H", "H", "H", "H", "H", "H", "H", "H", "H", "H", "H", "H", "H", "H", "H", "H", "H", "H", "H", "H", "H"],
  "coordinates": [[7.123, 0.168, -0.694], [6.615, 0.900, -1.317], [6.121, -0.662, 0.099], [5.319, 0.167, 1.103], [4.351, 1.141, 0.436], [4.908, 1.908, -0.104], [3.736, 0.601, -0.286], [3.436, 1.823, 1.461], [2.523, 2.809, 0.796], [1.347, 2.540, 0.248], [0.672, 1.201, 0.198], [-0.685, 1.281, 0.833], [-1.863, 1.215, 0.231], [-2.137, 1.045, -1.234], [-2.837, 2.278, -1.729], [-4.146, 2.453, -1.826], [-5.198, 1.435, -1.485], [-5.574, 1.554, -0.035], [-5.594, 0.589, 0.871], [-5.254, -0.854, 0.664], [-4.792, -1.008, -0.309], [-4.305, -1.372, 1.749], [-3.706, -2.730, 1.356], [-2.693, -2.531, 0.241], [-3.014, -2.452, -0.927], [-1.416, -2.415, 0.697], [-0.232, -2.233, -0.027], [-0.206, -2.030, -1.402], [1.002, -1.858, -2.053], [2.199, -1.890, -1.350], [2.176, -2.102, 0.025], [0.972, -2.269, 0.675], [0.963, -2.429, 1.745], [3.110, -2.131, 0.563], [3.406, -1.721, -1.959], [3.280, -1.594, -2.906], [1.012, -1.699, -3.123], [-1.128, -2.013, -1.956], [-1.281, -2.483, 1.695], [-4.501, -3.380, 0.987], [-3.239, -3.203, 2.222], [-3.495, -0.655, 1.901], [-4.844, -1.474, 2.694], [-6.175, -1.446, 0.688], [-5.893, 0.834, 1.884], [-5.849, 2.558, 0.265], [-6.089, 1.627, -2.090], [-4.847, 0.430, -1.712], [-4.521, 3.414, -2.154], [-2.178, 3.100, -1.978], [-2.764, 0.163, -1.372], [-1.211, 0.901, -1.791], [-2.763, 1.322, 0.824], [-0.657, 1.435, 1.906], [1.270, 0.455, 0.720], [0.588, 0.888, -0.844], [0.782, 3.339, -0.215], [2.902, 3.821, 0.737], [2.860, 1.060, 1.987], [4.052, 2.343, 2.198], [6.006, 0.720, 1.750], [4.747, -0.512, 1.741], [6.662, -1.441, 0.643], [5.431, -1.153, -0.590], [7.799, 0.695, -0.024], [7.715, -0.474, -1.342]],
  "smiles": "CCCCC/C=C\\C/C=C\\C/C=C\\C/C=C\\CCCC(=O)Nc1ccc(O)cc1",
  "energy_ev": -33146.5677,
  "e_above_lowest_ev": 0.178,
  "gap_ev": 8.830
}

---

[4]
{
  "formula": "C26H38AuBClN7S3",
  "method": "wB97M-V/def2-TZVPD",
  "species": ["Au", "C", "C", "C", "C", "N", "C", "C", "N", "B", "N", "C", "C", "N", "C", "S", "C", "C", "C", "C", "N", "C", "C", "N", "C", "S", "C", "C", "C", "C", "C", "S", "H", "H", "H", "H", "H", "H", "H", "H", "H", "H", "H", "H", "H", "H", "H", "H", "H", "H", "H", "H", "H", "H", "H", "H", "H", "H", "H", "H", "H", "H", "H", "H", "H", "H", "Cl", "C", "C", "C", "C", "N", "C", "H", "H", "H", "H"],
  "coordinates": [[0.008, 0.015, 1.624], [5.103, -1.859, -0.530], [4.016, -2.928, -0.609], [3.697, -3.547, 0.751], [4.471, -4.030, -1.561], [2.760, -2.296, -1.169], [2.117, -2.737, -2.318], [1.015, -1.992, -2.493], [0.999, -1.043, -1.478], [-0.023, 0.011, -1.292], [0.384, 1.429, -1.468], [1.196, 1.914, -2.483], [1.289, 3.239, -2.308], [0.563, 3.584, -1.173], [0.036, 2.467, -0.648], [-0.876, 2.270, 0.821], [0.563, 5.025, -0.699], [0.206, 5.900, -1.901], [1.972, 5.317, -0.189], [-0.460, 5.281, 0.399], [-1.451, -0.349, -1.439], [-2.308, 0.115, -2.429], [-3.485, -0.496, -2.242], [-3.380, -1.318, -1.125], [-2.141, -1.206, -0.624], [-1.470, -1.914, 0.815], [-4.603, -2.079, -0.647], [-4.280, -3.073, 0.459], [-5.153, -2.852, -1.846], [-5.599, -1.036, -0.144], [2.068, -1.266, -0.656], [2.410, -0.374, 0.792], [6.011, -2.315, -0.137], [4.829, -1.040, 0.132], [5.326, -1.460, -1.520], [4.563, -4.118, 1.085], [2.852, -4.233, 0.672], [3.478, -2.795, 1.502], [5.390, -4.453, -1.161], [4.697, -3.647, -2.556], [3.744, -4.840, -1.632], [2.489, -3.553, -2.906], [0.254, -2.035, -3.252], [0.000, 0.024, 0.144], [1.621, 1.272, -3.235], [1.820, 3.971, -2.885], [0.933, 5.840, -2.709], [0.182, 6.938, -1.573], [-0.780, 5.646, -2.291], [2.721, 5.212, -0.975], [2.232, 4.650, 0.634], [2.015, 6.343, 0.176], [-1.462, 4.969, 0.106], [-0.485, 6.357, 0.568], [-0.191, 4.804, 1.336], [-1.994, 0.824, -3.175], [-4.398, -0.410, -2.799], [-3.496, -3.771, 0.167], [-5.186, -3.651, 0.641], [-4.003, -2.585, 1.389], [-4.416, -3.559, -2.227], [-5.479, -2.208, -2.661], [-6.025, -3.416, -1.520], [-5.172, -0.458, 0.676], [-6.490, -1.544, 0.224], [-5.910, -0.352, -0.934], [0.353, -2.703, 6.542], [0.185, -1.190, 5.756], [0.073, -0.010, 6.477], [-0.059, 1.180, 5.782], [-0.075, 1.161, 4.401], [0.033, 0.015, 3.717], [0.161, -1.144, 4.373], [0.090, -0.031, 7.558], [-0.148, 2.122, 6.304], [-0.172, 2.064, 3.815], [0.248, -2.045, 3.782]],
  "energy_ev": -87396.0781,
  "gap_ev": 5.796,
  "total_charge": 2
}

---

[5]
{
  "formula": "C26H38BN9PbS4",
  "method": "wB97M-V/def2-TZVPD",
  "species": ["Pb", "C", "C", "C", "C", "C", "H", "H", "H", "H", "H", "C", "C", "N", "C", "C", "S", "C", "C", "S", "C", "N", "C", "H", "H", "H", "H", "H", "H", "H", "H", "C", "N", "C", "C", "N", "B", "N", "C", "C", "N", "C", "C", "S", "C", "S", "H", "H", "H", "H", "H", "H", "H", "H", "H", "H", "H", "H", "C", "N", "C", "C", "N", "N", "C", "C", "H", "H", "H", "H", "H", "H", "H", "H", "H", "H", "H", "H", "H"],
  "coordinates": [[0.137, -0.217, 0.926], [0.358, -1.541, 3.686], [0.404, -2.886, 3.638], [1.425, -3.301, 2.672], [1.998, -2.209, 2.138], [1.334, -1.020, 2.710], [-0.236, -0.927, 4.340], [-0.170, -3.568, 4.251], [1.677, -4.327, 2.445], [2.794, -2.196, 1.414], [1.884, -0.103, 2.916], [-3.100, -1.390, 3.051], [-2.723, 0.040, 3.245], [-1.675, 0.610, 2.704], [-1.606, 1.951, 3.018], [-2.599, 2.383, 3.835], [-3.657, 1.101, 4.196], [-0.537, 2.796, 2.460], [-0.408, 4.121, 2.721], [0.927, 4.757, 1.892], [1.271, 3.232, 1.227], [0.430, 2.288, 1.598], [2.462, 3.093, 0.329], [-2.685, -1.744, 2.109], [-4.183, -1.507, 3.027], [-2.708, -2.009, 3.859], [-2.773, 3.373, 4.224], [-1.024, 4.740, 3.353], [2.905, 4.071, 0.146], [2.189, 2.654, -0.627], [3.220, 2.462, 0.791], [-2.259, -4.228, 1.149], [-2.691, -3.329, 0.084], [-3.985, -3.186, -0.359], [-3.938, -2.362, -1.431], [-2.628, -2.004, -1.642], [-2.123, -1.307, -2.940], [-2.185, 0.277, -2.820], [-2.235, 1.036, -3.961], [-2.129, 2.342, -3.612], [-2.006, 2.374, -2.248], [-1.914, 3.595, -1.451], [-2.048, 1.102, -1.778], [-2.073, 0.739, -0.081], [-1.874, -2.596, -0.703], [-0.169, -2.464, -0.473], [-3.132, -4.515, 1.730], [-1.533, -3.726, 1.786], [-1.798, -5.117, 0.724], [-4.810, -3.704, 0.098], [-4.728, -2.026, -2.079], [-0.979, -1.620, -3.146], [-2.854, -1.616, -3.842], [-2.353, 0.583, -4.930], [-2.149, 3.236, -4.210], [-1.327, 4.325, -2.003], [-1.432, 3.368, -0.504], [-2.907, 3.998, -1.259], [4.964, -0.679, -0.167], [4.230, -0.094, -1.279], [5.053, 0.662, -2.224], [2.887, 0.077, -1.211], [2.236, 0.041, -0.055], [2.231, 0.307, -2.365], [0.872, 0.809, -2.340], [2.606, -0.363, -3.612], [5.868, -1.146, -0.553], [4.375, -1.455, 0.315], [5.263, 0.070, 0.574], [5.748, 1.293, -1.667], [4.430, 1.299, -2.845], [5.630, -0.006, -2.863], [2.881, 0.062, 0.724], [0.738, 1.504, -1.512], [0.157, -0.010, -2.258], [0.681, 1.349, -3.269], [3.491, -0.972, -3.464], [2.796, 0.363, -4.403], [1.786, -1.013, -3.921]],
  "energy_ev": -90243.3834,
  "gap_ev": 6.249,
  "total_charge": 2
}

---

[6]
{
  "formula": "C26H38Cl2LuN6O2S4",
  "method": "wB97M-V/def2-TZVPD",
  "species": ["Lu", "C", "C", "C", "C", "C", "C", "C", "C", "C", "S", "C", "N", "H", "H", "H", "H", "H", "H", "H", "H", "S", "C", "N", "C", "C", "S", "H", "H", "H", "H", "H", "C", "C", "N", "C", "S", "N", "C", "C", "H", "H", "H", "H", "H", "H", "H", "H", "H", "H", "H", "H", "C", "C", "N", "C", "C", "N", "C", "C", "H", "H", "H", "H", "H", "H", "H", "H", "H", "H", "H", "H", "Cl", "C", "Cl", "C", "O", "O", "H"],
  "coordinates": [[-0.176, -0.455, -0.321], [2.607, 0.079, -2.022], [3.030, -0.007, -0.582], [4.388, -0.060, -0.233], [4.736, -0.076, 1.086], [3.738, -0.010, 2.080], [4.061, 0.055, 3.450], [3.064, 0.143, 4.378], [1.722, 0.162, 3.973], [1.359, 0.098, 2.644], [-0.348, 0.156, 2.238], [2.383, 0.011, 1.656], [2.065, -0.010, 0.325], [3.470, 0.190, -2.674], [1.958, 0.949, -2.162], [2.070, -0.819, -2.328], [5.138, -0.082, -1.010], [5.775, -0.124, 1.389], [5.104, 0.050, 3.741], [3.301, 0.202, 5.432], [0.935, 0.232, 4.711], [-1.341, 0.552, -2.947], [-0.745, -0.020, -4.391], [-0.936, 0.627, -5.542], [-0.537, -0.025, -6.779], [0.513, -1.054, -6.382], [0.130, -1.504, -4.649], [-1.504, 1.460, -5.545], [-0.127, 0.710, -7.471], [-1.400, -0.500, -7.253], [1.520, -0.643, -6.408], [0.473, -1.949, -6.995], [-2.181, 3.552, 3.622], [-2.638, 3.713, 2.179], [-1.687, 3.037, 1.297], [-1.399, 3.232, 0.022], [-0.049, 2.408, -0.673], [-2.057, 4.066, -0.784], [-3.354, 4.726, -0.665], [-4.292, 4.267, -1.775], [-2.848, 4.100, 4.285], [-1.174, 3.952, 3.743], [-2.172, 2.503, 3.917], [-2.680, 4.773, 1.931], [-3.638, 3.285, 2.054], [-1.104, 2.332, 1.754], [-1.653, 4.102, -1.708], [-3.213, 5.807, -0.722], [-3.795, 4.501, 0.300], [-3.871, 4.481, -2.759], [-5.245, 4.788, -1.691], [-4.471, 3.194, -1.703], [-3.257, -1.686, -1.212], [-4.694, -2.160, -0.871], [-4.966, -1.979, 0.549], [-4.018, -2.771, 1.324], [-2.568, -2.333, 1.003], [-2.573, -1.211, 0.021], [-3.374, -0.093, 0.585], [-4.816, -0.573, 0.897], [-3.279, -0.865, -1.924], [-2.663, -2.489, -1.648], [-4.828, -3.215, -1.116], [-5.437, -1.594, -1.435], [-4.173, -3.823, 1.079], [-4.243, -2.640, 2.383], [-2.007, -3.158, 0.565], [-2.038, -2.000, 1.894], [-3.374, 0.716, -0.151], [-2.876, 0.262, 1.488], [-5.554, 0.001, 0.334], [-5.041, -0.458, 1.958], [2.130, -4.369, -2.047], [0.558, -4.300, -1.222], [-0.745, -4.900, -2.249], [0.327, -2.834, -0.873], [0.051, -2.015, -1.791], [0.434, -2.473, 0.320], [0.615, -4.912, -0.331]],
  "energy_ev": -142622.4326,
  "e_above_lowest_ev": 0.000,
  "gap_ev": 7.418,
  "total_charge": 1
}